No. 1
This record from the Open Molecules 2025 dataset describes a molecular structure, C17H42AlFNO2P. The level of theory is ωB97M-V/def2-TZVPD.

XYZ file:
```
65
Properties=species:S:1:pos:R:3:forces:R:3
N 5.207 -2.465 -4.361 -0.45 0.23 0.19
Al 3.747 -2.221 -3.233 0.47 -0.45 0.05
F 3.065 -0.647 -3.348 -0.16 0.21 -0.08
C 2.261 -3.569 -3.546 0.41 0.19 0.16
O 0.937 -3.005 -3.320 -0.15 0.02 -0.40
O 0.715 -2.141 -4.457 -0.47 -0.16 0.18
H 5.299 -3.431 -4.648 0.16 -0.02 -0.16
H 5.183 -1.900 -5.201 0.10 -0.08 -0.13
H 4.243 -2.404 -1.693 -0.06 0.06 0.15
H 2.318 -4.400 -2.835 -0.12 0.01 0.18
H 2.278 -4.038 -4.534 -0.21 -0.02 -0.14
H 0.743 -1.264 -4.055 0.45 0.08 0.03
C -3.448 1.905 -1.934 -0.01 -0.02 0.07
C -3.575 1.632 -0.437 0.02 0.08 -0.15
C -2.662 2.524 0.405 -0.11 -0.28 0.15
C -1.172 2.152 0.376 0.00 0.38 -0.26
P -0.629 0.778 1.411 0.02 -0.19 0.16
C -1.299 1.076 3.071 -0.21 0.11 0.14
C -1.093 2.439 3.750 0.09 0.09 -0.02
C 0.299 2.769 4.298 0.07 -0.06 -0.02
C 0.919 1.681 5.169 -0.02 0.06 -0.02
C 1.162 0.858 1.541 0.45 0.34 -0.13
C 2.024 0.701 0.278 -0.06 -0.11 -0.10
C 2.045 -0.684 -0.345 -0.07 -0.13 0.07
C 2.292 -1.831 0.625 -0.08 0.07 0.03
C -1.338 -0.857 1.078 -0.30 -0.49 -0.15
C -1.138 -1.737 -0.175 0.33 0.07 -0.06
C -1.253 -1.091 -1.564 -0.18 -0.02 -0.09
C -2.539 -1.471 -2.295 0.02 0.11 0.07
H -2.424 1.783 -2.290 0.00 -0.02 -0.01
H -4.077 1.225 -2.507 0.01 -0.01 -0.03
H -3.763 2.924 -2.164 0.02 0.02 0.00
H -3.381 0.575 -0.236 0.03 0.02 0.00
H -4.608 1.814 -0.135 -0.01 -0.01 0.03
H -3.013 2.535 1.441 0.01 0.03 0.00
H -2.754 3.551 0.048 0.04 0.03 0.00
H -0.595 3.003 0.757 0.07 -0.07 0.06
H -0.819 2.017 -0.648 0.02 -0.17 0.02
H -0.955 0.259 3.710 0.10 0.00 -0.05
H -2.376 0.918 2.969 0.01 -0.05 -0.05
H -1.797 2.473 4.585 -0.04 -0.04 0.00
H -1.402 3.238 3.070 -0.04 0.00 0.01
H 0.204 3.680 4.892 -0.02 0.03 -0.01
H 0.982 3.033 3.488 -0.01 -0.04 -0.01
H 0.343 1.535 6.084 -0.03 -0.04 -0.01
H 1.933 1.957 5.456 0.00 0.01 0.04
H 0.983 0.720 4.656 0.02 0.00 -0.01
H 1.478 0.185 2.341 -0.08 -0.14 -0.08
H 1.355 1.866 1.918 -0.20 -0.02 0.10
H 3.040 0.998 0.547 -0.01 0.01 0.11
H 1.693 1.419 -0.478 0.04 0.06 0.02
H 2.814 -0.707 -1.112 0.04 0.04 -0.04
H 1.115 -0.839 -0.887 -0.04 -0.05 -0.03
H 3.308 -1.800 1.020 0.01 -0.01 0.01
H 2.172 -2.782 0.109 0.12 -0.02 -0.03
H 1.597 -1.832 1.475 0.00 -0.01 -0.02
H -2.411 -0.728 1.248 0.00 0.23 0.01
H -1.000 -1.446 1.939 0.04 0.09 0.06
H -1.877 -2.537 -0.098 -0.08 0.03 0.06
H -0.180 -2.244 -0.086 0.07 0.06 0.01
H -0.413 -1.427 -2.171 0.00 -0.05 0.03
H -1.165 -0.002 -1.505 -0.03 0.02 0.07
H -2.530 -2.534 -2.536 0.00 -0.02 0.01
H -2.635 -0.923 -3.231 0.01 -0.02 -0.03
H -3.428 -1.269 -1.690 -0.01 0.01 0.00
```
Forces are in eV/Å.

**LUMO energy**: -0.3 eV
**F_max**: 0.7 eV/Å
**Gap between HOMO and LUMO**: 6.027 eV
**Charge**: 0
**HOMO**: -6.30 eV

These are the natural (NBO) partial charges, in e, on atoms 1 to 4:
1. N -1.4078
2. Al 1.6499
3. F -0.7825
4. C -0.6313



No. 2
This record from the Open Molecules 2025 dataset describes a molecular structure, C17H42Cl4CuO16P3 at a distorted geometry. The level of theory is ωB97M-V/def2-TZVPD.

XYZ file:
```
83
Properties=species:S:1:pos:R:3:forces:R:3
Cu 4.701 -21.104 -25.960 0.13 0.09 -0.06
C 10.855 -20.250 -27.116 -1.12 -0.47 0.24
C 9.365 -20.564 -26.908 1.66 0.42 0.03
O 8.924 -21.336 -25.992 -0.22 0.41 -0.64
O 8.467 -20.013 -27.567 -0.30 -0.54 0.47
H 11.504 -21.107 -26.939 -0.24 -0.13 -0.05
H 11.126 -19.499 -26.373 -0.03 0.19 -0.15
H 10.973 -19.879 -28.134 0.08 0.10 0.16
C 8.290 -14.652 -27.488 0.33 0.92 0.41
Cl 8.888 -14.973 -25.827 -0.75 -0.67 -0.27
Cl 9.465 -13.508 -28.125 0.22 0.22 -0.89
H 8.220 -15.525 -28.139 0.20 -0.04 0.47
H 7.356 -14.092 -27.456 0.01 -0.44 0.28
C 13.141 -25.170 -29.972 0.21 0.74 -1.21
Cl 14.750 -25.612 -30.504 0.71 -0.41 -0.04
Cl 12.730 -25.682 -28.398 -0.28 -0.61 1.47
H 13.177 -24.080 -29.956 -0.57 -0.21 -0.34
H 12.459 -25.636 -30.683 -0.06 0.51 0.11
C 3.659 -19.084 -32.331 -0.46 -0.08 1.35
O 2.878 -20.282 -32.358 -0.47 -2.93 -0.09
P 3.176 -21.659 -31.552 1.60 2.12 -0.86
O 3.483 -21.477 -30.101 -0.34 -0.56 -1.19
O 4.481 -22.189 -32.415 -1.52 1.09 0.56
C 5.432 -22.949 -31.705 -0.16 -1.41 0.27
O 1.917 -22.575 -31.903 1.05 1.12 -0.74
C 1.901 -23.904 -31.436 -1.17 -1.37 1.45
H 4.337 -19.156 -31.481 -0.10 0.43 0.19
H 2.833 -18.391 -32.173 0.81 0.78 0.01
H 4.276 -18.829 -33.193 -0.49 -0.64 -0.43
H 5.937 -23.618 -32.402 -0.08 0.12 -0.13
H 4.833 -23.562 -31.031 0.75 -0.30 0.45
H 6.200 -22.395 -31.164 -0.33 0.41 -0.01
H 0.888 -24.141 -31.113 -0.20 0.56 0.32
H 2.524 -24.019 -30.549 0.18 -0.08 -0.13
H 2.021 -24.747 -32.117 0.98 0.74 -0.83
C 18.947 -12.876 -22.162 0.33 0.64 -0.04
O 18.257 -13.884 -21.444 -1.91 -0.27 -0.14
P 16.613 -13.839 -21.479 2.90 -4.13 -0.50
O 16.028 -12.544 -21.319 -1.17 1.90 -0.58
O 16.390 -14.787 -22.820 1.15 1.35 1.58
C 15.407 -14.656 -23.848 -0.68 0.38 1.37
O 16.297 -14.853 -20.264 0.37 0.69 0.46
C 16.652 -14.387 -18.916 -0.01 0.26 0.63
H 18.276 -12.189 -22.679 -0.14 0.23 0.37
H 19.595 -13.247 -22.956 0.05 -0.61 0.27
H 19.545 -12.370 -21.403 0.07 0.37 -0.39
H 14.753 -13.874 -23.464 -0.81 -0.35 -0.46
H 14.996 -15.666 -23.876 -0.59 0.38 -0.42
H 15.729 -14.323 -24.835 0.80 -0.20 0.24
H 17.329 -15.046 -18.372 0.32 -0.40 -0.89
H 15.829 -14.324 -18.204 -0.82 -0.21 -0.79
H 17.078 -13.385 -18.855 0.15 -0.02 -0.72
C 4.118 -22.020 -19.032 -0.67 -1.46 -0.27
O 5.417 -21.525 -19.314 0.62 1.95 -1.13
P 5.458 -20.046 -20.070 -0.36 0.28 -0.04
O 5.020 -20.022 -21.516 0.74 -0.36 2.65
O 4.539 -19.101 -19.122 0.90 -0.71 -1.70
C 4.923 -18.700 -17.812 0.78 0.35 0.39
O 6.971 -19.493 -19.789 -3.56 -0.72 -0.02
C 8.073 -20.263 -20.142 2.26 0.14 0.24
H 4.024 -23.082 -19.262 0.80 -0.26 -0.28
H 3.362 -21.626 -19.711 -0.16 0.71 0.60
H 3.922 -22.036 -17.960 -0.26 0.92 -0.09
H 4.627 -17.663 -17.652 -0.71 -0.26 -0.03
H 6.005 -18.618 -17.707 0.11 -0.54 -0.08
H 4.515 -19.402 -17.085 -0.04 0.27 0.06
H 8.531 -20.697 -19.254 -0.26 -0.25 0.13
H 8.787 -19.505 -20.462 0.26 -0.39 -0.50
H 7.958 -21.053 -20.885 -0.47 0.26 -0.12
O 17.438 -16.717 -30.091 -0.78 0.00 0.69
C 17.945 -17.449 -30.895 1.06 1.81 0.02
O 18.003 -18.744 -30.819 -0.19 -2.29 -0.64
C 17.477 -19.467 -29.712 1.12 0.67 2.67
C 18.344 -19.185 -28.460 0.60 0.49 0.04
C 18.698 -16.887 -32.062 0.09 0.66 -1.08
H 17.569 -20.540 -29.885 -0.54 0.32 -0.70
H 16.533 -19.093 -29.316 -0.63 -0.37 -1.22
H 18.050 -18.252 -27.980 -0.10 0.00 -0.10
H 19.391 -19.046 -28.731 0.10 -0.22 -0.10
H 18.308 -19.958 -27.692 -0.21 -0.22 -0.24
H 18.112 -16.055 -32.451 -0.40 -0.29 -0.29
H 18.967 -17.583 -32.857 -0.29 -0.10 0.16
H 19.605 -16.329 -31.829 0.18 -0.47 0.80
```
Forces are in eV/Å.

**LUMO energy (spin up / spin down)**: -6.7 / -6.7 eV
**Expectation value of S²**: 0.759
**F_max**: 5.1 eV/Å
**Gap between HOMO and LUMO (spin up / spin down)**: 4.757 / 4.770 eV
**Spin multiplicity**: 2
**Charge**: +1
**HOMO (spin up / spin down)**: -11.45 / -11.45 eV

These are the Löwdin partial charges, in e, on atoms 1 to 4:
1. Cu 0.9679
2. C 0.0404
3. C -0.6183
4. O 0.1752



No. 3
This record from the Open Molecules 2025 dataset describes 7 unconnected molecules or ions with the total composition C17H42F4NO10PS at a distorted geometry. The level of theory is ωB97M-V/def2-TZVPD.

XYZ file:
```
76
Properties=species:S:1:pos:R:3:forces:R:3
C 1.816 4.884 -0.855 -0.30 0.12 -0.39
C 2.996 3.915 -0.747 -0.50 0.38 0.23
C 2.804 2.554 -1.470 0.26 0.91 0.27
C 1.335 2.173 -1.630 0.47 0.19 -0.04
N 1.130 0.814 -2.179 -0.48 0.86 0.77
C 0.886 -0.235 -1.217 0.78 0.08 -0.48
C 1.027 -1.560 -2.001 0.43 -1.05 0.30
F 0.486 -1.431 -3.278 -0.30 0.41 0.04
C 2.457 -2.061 -2.156 0.08 0.10 -0.77
C 3.344 -1.202 -3.084 0.27 -0.70 0.44
O 1.990 -0.208 -0.278 0.08 -0.12 0.35
S 1.664 0.327 1.176 0.54 0.21 1.18
O 2.366 1.538 1.443 -0.39 0.57 -0.83
O 1.909 -0.654 2.175 -0.46 -0.89 -0.46
O 0.118 0.561 0.963 0.87 0.72 -0.58
C -0.334 -0.121 -0.282 -1.40 -0.45 1.41
C -1.496 0.696 -0.827 -0.26 0.08 -0.90
C -2.128 0.103 -2.143 0.15 0.74 1.80
C -3.601 0.241 -2.118 -0.22 -1.20 0.60
F -4.059 1.482 -1.749 0.09 0.09 -1.41
C -4.518 -0.707 -2.413 0.07 0.90 -0.15
F -4.597 -1.902 -1.848 0.62 -0.06 -1.34
F -5.486 -0.482 -3.301 -0.61 -0.13 1.31
P -1.154 -1.711 0.320 -0.82 -0.99 -1.42
C 0.099 -2.976 0.875 0.17 0.20 0.05
C -0.191 -3.610 2.241 0.36 0.55 -0.54
C -2.284 -1.280 1.723 0.00 -0.23 -0.05
C -3.618 -2.061 1.546 0.71 -0.03 -0.29
H 0.935 4.554 -0.302 0.07 -0.07 0.14
H 1.479 5.016 -1.887 0.12 0.01 -0.07
H 2.058 5.883 -0.494 0.16 -0.05 0.13
H 3.869 4.440 -1.135 0.14 -0.23 -0.09
H 3.182 3.764 0.316 0.04 -0.19 0.01
H 3.354 1.832 -0.876 0.00 -0.33 -0.30
H 3.262 2.665 -2.453 -0.03 -0.42 -0.10
H 0.813 2.375 -0.692 -0.06 -0.27 0.05
H 0.912 2.865 -2.357 -0.16 -0.03 -0.01
H 0.337 0.887 -2.802 0.11 -0.50 -0.26
H 0.464 -2.377 -1.549 -0.19 0.25 0.21
H 2.363 -3.028 -2.655 -0.24 -0.11 0.14
H 2.937 -2.271 -1.201 -0.14 0.19 0.00
H 4.060 -0.618 -2.509 -0.20 0.38 -0.08
H 2.750 -0.595 -3.756 0.07 0.21 0.04
H 3.936 -1.895 -3.682 0.07 0.10 -0.11
H -2.301 0.767 -0.101 0.15 -0.13 0.28
H -1.219 1.726 -1.055 0.31 0.00 0.22
H -1.804 0.746 -2.967 0.03 -0.33 -0.30
H -1.823 -0.927 -2.293 -0.14 -0.05 -0.25
H 1.104 -2.560 0.804 0.05 -0.04 0.34
H 0.057 -3.773 0.131 -0.09 0.08 -0.14
H 0.590 -4.338 2.451 -0.07 -0.12 0.14
H -0.175 -2.840 3.009 -0.09 -0.15 0.20
H -1.158 -4.108 2.198 -0.06 -0.02 0.28
H -2.470 -0.211 1.791 0.14 0.07 -0.04
H -1.882 -1.572 2.685 0.33 0.23 -0.01
H -4.471 -1.405 1.394 -0.07 0.02 0.19
H -3.533 -2.693 0.662 -0.23 -0.10 0.00
H -3.752 -2.712 2.407 -0.32 0.10 0.07
O -1.758 3.081 1.865 -0.06 -0.05 -0.10
H -1.332 2.268 1.573 0.13 -0.01 0.09
H -1.672 3.681 1.118 -0.01 0.05 0.03
O 4.650 1.675 3.354 0.09 -0.12 -0.09
H 4.051 1.352 2.668 -0.11 0.16 0.12
H 5.484 1.817 2.898 0.03 0.03 0.03
O -2.785 -0.519 4.548 0.02 0.00 0.37
H -2.066 -0.056 4.988 -0.04 0.12 -0.04
H -2.959 -1.288 5.115 0.01 0.04 -0.21
O -3.129 -3.164 5.483 -0.02 -0.26 0.07
H -3.892 -3.731 5.332 -0.07 0.08 -0.02
H -2.487 -3.733 5.918 0.06 0.06 0.01
O -4.277 4.095 -2.779 0.01 -0.04 0.10
H -4.252 3.259 -2.296 -0.01 0.16 -0.17
H -5.111 4.497 -2.523 0.00 0.05 -0.02
O 4.737 -3.208 -0.089 0.06 -0.05 0.09
H 5.458 -2.767 0.372 0.00 0.05 -0.02
H 4.502 -3.941 0.488 -0.03 -0.01 -0.01
```
Forces are in eV/Å.

**LUMO energy**: 0.1 eV
**F_max**: 2.0 eV/Å
**Gap between HOMO and LUMO**: 8.338 eV
**Relative energy (zero: lowest compared OMol25 entry of this formula, charge and spin)**: 0.0000 eV
**Charge**: 0
**HOMO**: -8.24 eV

These are the Löwdin partial charges, in e, on atoms 1 to 4:
1. C -0.1168
2. C -0.2362
3. C -0.1803
4. C -0.1993



No. 4
This record from the Open Molecules 2025 dataset describes 6 unconnected molecules or ions with the total composition C17H42FN5O7P at a distorted geometry. The level of theory is ωB97M-V/def2-TZVPD.

XYZ file:
```
73
Properties=species:S:1:pos:R:3:forces:R:3
O 1.495 -4.329 -2.921 -2.48 -0.59 -1.30
C 2.529 -4.094 -2.401 1.39 0.24 1.04
O 3.596 -3.812 -3.217 0.12 0.64 0.13
C 2.672 -4.093 -0.905 0.05 0.35 -0.45
P 3.354 -2.373 -0.323 1.13 -0.07 -0.21
F 1.910 -2.098 0.642 -0.02 -0.07 -0.15
H 3.792 -2.841 -3.162 0.41 -0.86 0.51
H 1.659 -4.211 -0.552 -0.24 -0.21 0.30
H 3.285 -4.922 -0.564 0.36 -0.02 0.08
H 2.710 -1.806 -1.495 -0.21 0.03 0.16
H 3.848 -1.042 0.026 -0.19 -0.04 0.20
H 4.000 -2.954 0.848 -0.40 -0.06 0.17
H 4.564 -2.635 -1.049 0.01 0.09 -0.10
C -1.798 0.790 2.856 0.09 0.22 0.10
O -2.847 0.768 3.500 -0.15 -0.05 0.02
N -1.368 -0.181 2.057 0.05 0.04 -0.14
C -0.110 -0.090 1.318 -0.17 -0.07 0.19
C -2.175 -1.379 1.912 -0.06 0.11 0.10
H -1.116 1.653 2.897 0.03 -0.02 -0.05
H -0.313 -0.162 0.249 0.11 -0.05 -0.01
H 0.548 -0.904 1.603 0.11 -0.01 -0.18
H 0.383 0.859 1.524 -0.10 0.05 0.04
H -3.162 -1.116 1.524 -0.02 -0.08 0.02
H -2.307 -1.857 2.884 -0.05 -0.06 -0.04
H -1.685 -2.069 1.231 0.08 0.03 0.01
C 4.836 -0.863 -4.201 -0.20 0.11 0.14
O 5.148 -1.618 -3.301 0.25 0.22 -0.42
N 5.647 -0.531 -5.231 0.02 0.11 -0.10
C 5.228 0.376 -6.275 0.24 -0.16 0.07
C 6.978 -1.109 -5.281 -0.15 -0.06 0.17
H 3.847 -0.380 -4.240 -0.06 0.00 0.03
H 5.261 -0.129 -7.244 -0.05 0.11 -0.05
H 5.892 1.244 -6.305 -0.08 0.05 -0.09
H 4.211 0.717 -6.089 -0.01 -0.02 0.05
H 6.906 -2.197 -5.317 0.09 0.00 0.02
H 7.534 -0.834 -4.384 0.06 -0.06 -0.02
H 7.505 -0.748 -6.162 -0.05 0.04 -0.02
C -5.705 -2.042 5.193 0.07 -0.05 -0.21
O -6.351 -3.074 5.194 -0.07 -0.02 0.10
N -5.656 -1.171 6.218 0.07 0.17 0.06
C -4.868 0.047 6.159 -0.16 -0.14 0.10
C -6.418 -1.469 7.416 0.00 -0.15 -0.20
H -5.093 -1.729 4.331 0.01 0.04 0.04
H -4.124 0.042 6.958 0.04 0.11 -0.04
H -5.525 0.912 6.284 0.10 0.07 0.00
H -4.357 0.127 5.201 0.04 -0.01 -0.03
H -6.089 -2.419 7.839 -0.07 0.01 0.06
H -7.478 -1.554 7.170 -0.02 -0.03 0.09
H -6.276 -0.677 8.147 0.04 0.04 -0.03
C 0.744 0.369 -2.720 0.03 -0.08 0.24
O 1.938 0.194 -2.644 0.12 0.31 -0.33
N -0.013 0.032 -3.789 -0.21 0.08 -0.09
C -1.441 0.256 -3.824 0.23 -0.16 -0.18
C 0.641 -0.583 -4.931 0.17 -0.04 0.26
H 0.159 0.814 -1.896 -0.02 0.01 -0.04
H -1.964 -0.695 -3.952 -0.11 0.06 0.02
H -1.695 0.916 -4.659 -0.12 0.00 0.04
H -1.772 0.718 -2.896 0.04 0.00 0.03
H 1.129 -1.510 -4.622 0.00 -0.01 -0.08
H 1.402 0.092 -5.328 0.00 -0.04 -0.07
H -0.093 -0.799 -5.704 -0.05 0.02 0.02
C -0.515 4.987 2.338 0.14 0.09 0.04
O -0.053 3.893 2.090 -0.11 -0.09 -0.02
N -1.814 5.326 2.219 -0.06 0.18 0.02
C -2.293 6.656 2.531 -0.11 -0.26 -0.09
C -2.761 4.320 1.762 0.32 -0.14 0.06
H 0.117 5.821 2.692 -0.03 0.02 0.00
H -3.036 6.605 3.330 -0.01 0.12 0.00
H -2.752 7.103 1.647 -0.02 0.10 0.06
H -1.468 7.287 2.857 0.04 -0.03 0.00
H -2.752 3.472 2.448 -0.13 -0.06 -0.08
H -2.465 3.968 0.773 -0.09 -0.08 0.01
H -3.762 4.742 1.715 0.02 0.08 0.03
```
Forces are in eV/Å.

**LUMO energy**: 2.1 eV
**F_max**: 2.9 eV/Å
**Gap between HOMO and LUMO**: 5.449 eV
**Charge**: -1
**HOMO**: -3.38 eV

These are the Löwdin partial charges, in e, on atoms 1 to 4:
1. O 0.0679
2. C -0.6436
3. O -0.0004
4. C -0.2649



Total energy? In order: -42497.6171, -173659.3864, -71265.6861, -52099.2315 eV.